# C8H8N4

A cluster of 2 separate species, C8H8N4 in total in a non-equilibrium geometry (wB97M-V/def2-TZVPD, OMol25).

Output
charge = 0
multiplicity = 1
HOMO energy = -9.620 eV
LUMO = 0.2 eV

```
20
Properties=species:S:1:pos:R:3:forces:R:3
N 1.839 -1.273 -1.678 -0.48 -1.93 -0.78
N -0.209 -1.191 -3.608 0.65 0.73 0.55
C 1.037 -0.200 -1.774 -0.43 -1.52 -1.11
C 0.042 -0.149 -2.767 -0.07 -1.41 0.42
C 1.608 -2.367 -2.536 -1.30 2.56 0.28
C 0.576 -2.290 -3.512 0.75 1.07 1.32
H 1.005 0.591 -1.014 0.79 -0.34 -0.31
H -0.624 0.718 -2.667 -0.03 -0.50 -0.88
H 2.119 -3.333 -2.422 0.29 0.85 0.27
H 0.405 -3.145 -4.180 -0.18 0.53 0.24
N -1.536 0.386 1.775 0.63 0.23 1.37
N -0.021 2.110 3.447 -0.79 0.74 -0.41
C -2.125 1.248 2.655 1.00 0.41 -0.33
C -1.376 2.167 3.458 -0.40 -1.78 -1.60
C -0.203 0.335 1.803 1.25 2.22 0.36
C 0.586 1.287 2.596 -1.80 -1.61 0.39
H -3.221 1.190 2.633 0.50 0.38 0.23
H -1.927 2.943 4.005 0.65 -0.44 0.15
H 0.347 -0.311 1.106 -0.53 0.02 0.30
H 1.680 1.283 2.681 -0.49 -0.22 -0.46
```
Forces are in eV/Å.

Mulliken atomic charge list, values in e, 8 entries:
1. N -0.546
2. N -0.548
3. C -0.046
4. C -0.097
5. C -0.113
6. C -0.062
7. H 0.427
8. H 0.315